The following is a quantum chemistry calculation of a structure of composition C21H33N7NaO4 in a non-equilibrium geometry, from OMol25.

Geometry as XYZ:
```
66
Properties=species:S:1:pos:R:3
N -0.07932 -0.57224 -2.91968
N -0.25425 0.56829 -3.35414
H 0.35279 -3.02407 -2.39070
C 0.14685 -3.68808 -5.71074
C -0.17310 2.90279 -2.88511
C -0.43011 1.61852 -2.41733
C -0.00946 -1.57962 -3.91896
C -0.15802 -1.33958 -5.28724
O 1.52775 1.40643 0.78821
H -0.31030 4.99017 -2.41349
H 0.06806 1.34951 2.80069
H -2.34237 -2.72530 -1.87491
H 2.96409 2.12632 2.34976
H 2.26773 3.00136 5.10163
C 1.39782 -0.02670 3.82149
C -1.23431 2.42293 -0.43454
H -2.06857 -3.31811 1.10875
H 1.12063 2.74620 1.70088
C -1.75549 -3.44042 0.06473
N 2.17834 2.93635 4.10242
H 3.39668 -0.06878 3.04520
H -1.85553 -4.49558 -0.20764
H 4.08311 2.25131 3.68884
O 1.37648 -0.82620 0.81466
H -3.67327 -2.96663 -0.72145
H -0.19169 -2.21430 -7.23733
H -4.52142 -0.81428 -0.87957
H 1.09057 4.93296 5.19101
H 0.90682 0.24723 4.75915
H -0.32523 -1.47604 2.27377
O -0.40958 -3.00951 -0.09060
H 0.51112 -4.84272 0.23726
O -2.54346 -1.25251 -0.43140
H 0.24002 3.03206 -3.87674
H -0.33203 -0.32970 -5.63129
C -0.08002 -2.39440 -6.17522
H 1.47818 -1.11507 3.81702
H -3.41372 0.56605 -0.71560
N 1.09118 3.69489 2.21551
C -0.47901 3.97683 -2.07181
N -0.92742 1.38020 -1.20458
H -1.65772 2.18271 0.53941
H -1.16070 -0.67494 3.42699
C 1.34291 3.78243 3.50761
H 0.45626 4.36849 1.82045
C -1.04821 3.73658 -0.82826
H -1.36580 4.55797 -0.19583
C 0.51334 -3.82152 0.62711
H 1.49802 -3.37723 0.51189
C 0.30202 -3.92494 -4.35324
H 0.25872 -3.85517 1.69196
C -3.51223 -0.44772 -1.08985
C 1.19270 0.30163 1.31625
H -3.35630 -0.44512 -2.17523
C 2.83703 0.51198 3.78106
H 0.48533 -4.93098 -3.99850
C 0.22770 -2.87128 -3.45713
H 0.20550 -4.51158 -6.41187
N -0.69264 -0.56465 2.53609
Na -0.24223 -0.81259 -0.39843
C 0.45991 0.34341 2.66298
C -2.64276 -2.61132 -0.82481
C 3.06251 1.98397 3.41987
N 0.75645 4.73120 4.26790
H 0.14644 5.40398 3.84375
H 3.30314 0.31407 4.74893
```

Output
E   -1666.433082 a.u.
Net charge   +1
Kohn-Sham gap   8.235 eV

These are the Löwdin partial charges, in e, on atoms 1 to 8: 0.099 0.098 0.101 -0.067 0.011 -0.280 -0.239 -0.017